{"formula": "C12H34ClN2O8", "method": "wB97M-V/def2-TZVPD", "elements": ["Cl", "O", "O", "O", "O", "C", "C", "C", "O", "C", "N", "H", "H", "H", "H", "H", "H", "H", "H", "H", "H", "H", "C", "C", "C", "O", "C", "N", "H", "H", "H", "H", "H", "H", "H", "H", "H", "H", "H", "C", "C", "O", "H", "H", "H", "H", "H", "H", "C", "C", "O", "H", "H", "H", "H", "H", "H"], "coordinates": [[0.223, 0.504, 1.658], [0.920, -0.748, 1.430], [0.054, 0.696, 3.080], [1.119, 1.480, 1.213], [-0.886, 0.604, 0.816], [-3.064, 2.903, -0.877], [-2.046, 2.669, -1.963], [-0.599, 3.160, -1.706], [0.261, 2.641, -2.727], [1.575, 3.274, -2.562], [-1.931, 1.247, -2.238], [-3.199, 3.984, -0.844], [-2.727, 2.774, 0.152], [-4.061, 2.505, -1.061], [-2.335, 3.279, -2.818], [-0.277, 2.766, -0.742], [-0.708, 4.240, -1.814], [1.547, 4.342, -2.348], [2.219, 3.175, -3.436], [1.993, 2.867, -1.642], [-1.916, 0.838, -1.315], [-2.893, 1.059, -2.482], [1.601, -2.313, -1.923], [0.299, -1.622, -2.420], [-0.888, -2.316, -1.773], [-2.105, -1.527, -2.145], [-3.273, -2.348, -2.195], [0.483, -0.211, -2.137], [1.786, -2.124, -0.866], [2.478, -1.936, -2.450], [1.491, -3.380, -2.118], [0.234, -1.767, -3.498], [-0.782, -2.398, -0.692], [-0.855, -3.343, -2.136], [-3.323, -3.041, -1.356], [-3.283, -2.990, -3.076], [-4.154, -1.737, -1.999], [1.478, -0.086, -2.019], [0.200, -0.154, -1.169], [5.591, 0.224, 2.172], [4.254, -0.184, 2.813], [4.524, -0.579, 4.163], [5.299, 0.918, 1.383], [6.025, -0.630, 1.652], [6.283, 0.728, 2.847], [3.808, -1.048, 2.320], [3.513, 0.613, 2.754], [3.711, -0.946, 4.518], [-1.404, -2.531, 3.597], [-2.542, -1.568, 3.234], [-2.476, -0.564, 4.211], [-1.763, -3.182, 4.394], [-0.503, -1.970, 3.847], [-1.185, -3.215, 2.777], [-3.553, -1.962, 3.337], [-2.464, -1.088, 2.259], [-1.773, 0.023, 3.923]], "mulliken_charge": [1.7378, -0.6206, -0.8327, -0.7865, -0.5529, -1.5537, 0.3043, -0.5995, -0.2978, -0.7348, -0.3044, 0.4822, 0.3079, 0.3482, 0.4008, 0.1664, 0.4823, 0.3324, 0.2576, 0.2403, 0.0105, 0.2464, -1.5795, 0.5155, -0.7647, -0.1537, -0.9684, -0.2193, 0.2423, 0.4227, 0.4852, 0.1975, 0.2440, 0.4779, 0.3608, 0.3022, 0.2829, 0.2932, -0.2139, -1.0955, 0.2222, -0.5864, 0.2999, 0.2832, 0.3170, 0.1320, 0.1229, 0.3026, -0.8190, -0.0143, -0.5726, 0.3378, 0.1883, 0.2654, 0.3259, -0.0711, 0.4027], "total_charge": -1, "gap_ev": 8.357, "largest_force_ev_per_a": 4.62, "de_lowest_kj_mol": 156.1, "total_energy_ev": -44869.3573}

***

{"formula": "C32H78IN4O4PS2Ta", "method": "wB97M-V/def2-TZVPD", "elements": ["C", "C", "C", "C", "C", "C", "C", "C", "N", "C", "C", "C", "C", "C", "C", "C", "C", "C", "S", "S", "C", "C", "C", "Ta", "P", "O", "I", "H", "H", "H", "H", "H", "H", "H", "H", "H", "H", "H", "H", "H", "H", "H", "H", "H", "H", "H", "H", "H", "H", "H", "H", "H", "H", "H", "H", "H", "H", "H", "H", "H", "H", "H", "H", "H", "H", "H", "H", "H", "H", "H", "H", "H", "C", "C", "C", "O", "C", "N", "H", "H", "H", "H", "H", "H", "H", "H", "H", "H", "H", "C", "C", "C", "O", "C", "N", "H", "H", "H", "H", "H", "H", "H", "H", "H", "H", "H", "C", "C", "C", "O", "C", "N", "H", "H", "H", "H", "H", "H", "H", "H", "H", "H", "H"], "coordinates": [[1.730, 0.027, 4.350], [0.726, 0.648, 3.390], [1.264, 1.955, 2.815], [0.168, 2.855, 2.235], [0.100, 2.825, 0.721], [-0.759, 1.667, 0.191], [-0.218, 1.173, -1.141], [-1.231, 0.423, -2.016], [-0.842, -0.910, -2.497], [0.480, -1.006, -3.138], [0.383, -1.648, -4.529], [1.584, -2.502, -4.930], [2.922, -1.785, -5.082], [3.692, -1.492, -3.777], [4.056, -0.019, -3.667], [4.909, 0.301, -2.443], [4.221, -0.111, -1.148], [-1.044, -1.911, -1.582], [-0.634, -1.913, -0.010], [-1.793, -3.352, -2.269], [-0.707, -4.683, -1.691], [0.695, -4.398, -2.198], [1.775, -5.287, -1.543], [3.574, -3.901, -1.070], [3.707, -4.773, 1.383], [3.774, -6.452, 1.240], [1.510, -4.195, 2.338], [2.735, 0.153, 3.966], [1.556, -1.032, 4.485], [1.702, 0.496, 5.323], [0.464, -0.037, 2.593], [-0.158, 0.892, 3.965], [2.050, 1.770, 2.092], [1.729, 2.477, 3.645], [-0.789, 2.636, 2.686], [0.394, 3.878, 2.525], [1.083, 2.705, 0.287], [-0.333, 3.747, 0.346], [-1.782, 2.006, 0.028], [-0.803, 0.871, 0.918], [0.142, 2.035, -1.698], [0.658, 0.577, -0.938], [-2.156, 0.322, -1.464], [-1.468, 1.043, -2.868], [1.110, -1.605, -2.497], [0.922, -0.029, -3.260], [0.271, -0.849, -5.251], [-0.486, -2.290, -4.504], [1.343, -2.908, -5.909], [1.708, -3.364, -4.285], [3.554, -2.441, -5.668], [2.824, -0.885, -5.678], [4.631, -2.031, -3.805], [3.175, -1.841, -2.897], [3.157, 0.583, -3.599], [4.622, 0.236, -4.556], [5.119, 1.365, -2.453], [5.847, -0.241, -2.490], [4.292, -1.184, -1.037], [4.687, 0.361, -0.294], [3.180, 0.171, -1.164], [-0.723, -4.760, -0.613], [-1.077, -5.579, -2.168], [0.955, -3.359, -2.037], [0.697, -4.561, -3.271], [2.125, -5.990, -2.291], [1.403, -5.776, -0.651], [2.471, -2.474, -0.588], [5.006, -2.713, -0.924], [4.792, -5.243, -1.508], [3.436, -3.464, -2.868], [4.082, -6.609, 0.332], [2.126, -0.419, 10.953], [3.248, -0.368, 9.921], [2.890, 0.411, 8.647], [2.035, -0.268, 7.752], [0.660, -0.234, 8.082], [3.685, -1.736, 9.628], [1.361, -1.148, 10.691], [2.525, -0.713, 11.924], [1.648, 0.556, 11.068], [4.089, 0.159, 10.382], [3.813, 0.579, 8.086], [2.479, 1.401, 8.888], [0.379, 0.718, 8.543], [0.387, -1.061, 8.741], [0.100, -0.351, 7.154], [4.510, -1.704, 9.036], [2.976, -2.167, 9.040], [-3.219, 6.040, -4.431], [-2.814, 5.363, -3.125], [-1.487, 4.596, -3.202], [-1.561, 3.357, -3.874], [-1.523, 3.423, -5.287], [-3.916, 4.507, -2.668], [-3.638, 5.333, -5.146], [-3.987, 6.790, -4.240], [-2.369, 6.540, -4.899], [-2.675, 6.153, -2.380], [-1.187, 4.348, -2.179], [-0.684, 5.215, -3.626], [-0.873, 4.231, -5.636], [-2.525, 3.544, -5.707], [-1.127, 2.474, -5.648], [-3.702, 4.147, -1.741], [-3.925, 3.676, -3.255], [-7.753, -0.541, -0.788], [-6.243, -0.590, -0.576], [-5.635, 0.733, -0.081], [-5.506, 1.743, -1.068], [-6.686, 2.471, -1.353], [-5.604, -1.055, -1.807], [-8.021, -0.038, -1.717], [-8.154, -1.553, -0.848], [-8.254, -0.029, 0.037], [-6.048, -1.333, 0.203], [-4.614, 0.527, 0.250], [-6.181, 1.121, 0.790], [-7.298, 2.614, -0.457], [-7.278, 1.980, -2.130], [-6.385, 3.449, -1.732], [-4.613, -1.205, -1.630], [-5.623, -0.283, -2.470]], "mulliken_charge": [-1.3428, 0.3072, -0.5718, -1.1996, -0.7515, 0.0738, -0.0312, -1.5140, 0.4817, 0.6260, -0.9655, -0.4355, -1.3723, 1.1510, -0.7385, -0.9049, 0.1263, 0.3445, -0.2271, -0.1575, -1.1788, 1.8994, -1.4980, 0.4386, -0.0224, -0.5145, -0.0885, 0.4110, 0.3538, 0.1635, -0.1731, 0.2868, 0.2958, 0.4207, 0.4643, 0.3953, 0.4077, 0.3401, 0.1709, 0.0215, 0.4857, 0.0148, 0.3971, 0.2624, -0.9301, 0.4913, 0.3503, 0.3808, 0.3523, -0.1013, 0.3617, 0.5323, 0.9758, -1.5986, 0.0294, 0.4888, 0.3808, 0.3702, -0.5541, 0.4806, -0.2464, 0.4382, 0.4582, -1.2409, 0.2951, 0.2945, 0.5145, -0.2987, -0.1101, -0.1563, 0.0815, 0.2979, -1.3912, 0.3617, -0.7552, -0.3150, -0.7472, -0.7475, 0.2846, 0.3467, 0.3403, 0.3925, 0.3349, 0.4270, 0.3420, 0.2408, 0.2781, 0.2743, 0.3308, -1.5522, 0.1529, -0.2744, -0.0895, -0.8188, -0.5879, 0.3022, 0.3838, 0.3540, 0.4448, -0.1712, 0.5129, 0.3458, 0.2679, 0.2039, 0.2381, 0.3155, -1.5211, 0.4032, -0.7818, -0.2177, -0.7915, -0.6650, 0.2980, 0.3814, 0.3446, 0.4381, 0.2920, 0.4836, 0.3392, 0.2454, 0.2525, 0.1329, 0.3504], "total_charge": -1, "gap_ev": 6.327, "largest_force_ev_per_a": 1.92, "total_energy_ev": -89204.8645}

***

{"formula": "C5H8O", "method": "wB97M-V/def2-TZVPD", "elements": ["C", "C", "C", "C", "O", "C", "H", "H", "H", "H", "H", "H", "H", "H"], "coordinates": [[1.454, 0.108, -0.320], [0.506, -0.026, 0.897], [-0.885, 0.364, 0.822], [-1.437, -0.423, -0.303], [-0.435, -1.260, -0.917], [0.720, -1.146, -0.156], [1.174, 0.771, -1.133], [2.503, 0.137, -0.037], [1.011, -0.002, 1.858], [-0.685, 2.398, -0.289], [-0.972, 2.090, 0.344], [-1.973, 0.156, -1.063], [-2.173, -1.086, 0.180], [1.194, -2.083, 0.118]], "mulliken_charge": [-0.6258, -0.0054, -0.8218, -0.0781, -0.4238, 0.0156, 0.2360, 0.2727, 0.4189, 0.0346, 0.0049, 0.3095, 0.2830, 0.3798], "gap_ev": 8.701, "largest_force_ev_per_a": 0.49, "de_lowest_kj_mol": 545.3, "total_energy_ev": -7356.6041}

***

{"formula": "C4H3ClFN", "method": "wB97M-V/def2-TZVPD", "elements": ["F", "C", "C", "N", "C", "C", "Cl", "H", "H", "H"], "coordinates": [[-0.966, 2.206, -0.044], [-0.379, 0.979, -0.110], [0.966, 0.707, 0.092], [1.089, -0.625, 0.015], [-0.107, -1.177, -0.150], [-1.130, -0.182, -0.093], [-2.834, -0.181, 0.036], [1.592, 1.580, 0.067], [1.953, -1.051, 0.216], [-0.183, -2.257, -0.028]], "mulliken_charge": [-0.2936, 0.3207, -0.4983, 0.0129, -0.5111, 0.2266, -0.1864, 0.3740, 0.1878, 0.3675], "gap_ev": 9.336, "largest_force_ev_per_a": 3.82, "de_lowest_kj_mol": 75.0, "smiles": "Fc1c[nH]cc1Cl", "total_energy_ev": -20925.3930}

***

{"formula": "C2H7NS2", "method": "wB97M-V/def2-TZVPD", "elements": ["C", "C", "N", "H", "H", "H", "H", "H", "S", "S", "H", "H"], "coordinates": [[1.158, 2.038, -1.478], [2.087, 1.045, -1.366], [2.302, 0.122, -0.482], [0.162, 2.082, -1.063], [1.068, 2.856, -2.179], [2.780, 1.295, -2.158], [2.248, 0.534, 0.389], [3.133, -0.333, -0.517], [-1.990, -0.231, 0.111], [-0.706, -1.332, 1.411], [-1.034, -0.273, -0.808], [-0.795, -0.502, 2.412]], "mulliken_charge": [-0.8039, 0.1352, -0.4049, 0.2258, 0.2149, 0.2299, 0.2075, 0.2334, -0.1647, -0.1868, 0.1540, 0.1596], "gap_ev": 8.503, "largest_force_ev_per_a": 8.03, "de_lowest_kj_mol": 196.8, "smiles": "C=CN.SS", "total_energy_ev": -25346.0081}